1.
Molecular formula: C21H27AsIrN3O9P2S
Method: DFT, wB97M-V/def2-TZVPD

Output
- ΔE to the lowest compared entry with this formula, charge and spin (kcal per mole) = 5.0
- total energy (eV) = -138212.2468
- HOMO (eV) = -8.01

Geometry as XYZ:
```
65
Properties=species:S:1:pos:R:3:forces:R:3
C 2.603 1.732 -6.499 -0.01 0.03 0.00
H -0.747 0.520 2.716 0.00 0.01 -0.03
C 3.166 0.510 -6.832 0.01 -0.02 -0.01
C 0.583 1.847 -1.783 -0.20 0.10 -0.21
Ir 0.331 -0.656 -0.033 -0.13 -0.38 0.38
O -0.542 2.262 -1.556 0.25 0.13 -0.02
O 3.085 -0.457 -1.467 0.04 -0.08 0.07
N 0.049 -1.920 -1.560 -0.03 -0.11 0.33
H 5.308 5.393 -1.545 0.00 0.00 0.00
C 2.347 0.459 -1.796 0.01 0.32 -0.08
S 0.418 -2.484 -4.256 -0.06 -0.08 -0.07
C 3.578 -0.348 -5.825 0.00 0.00 0.00
N 1.062 0.609 -1.403 0.29 -0.10 0.37
O -0.195 -2.020 1.540 -0.11 -0.01 -0.12
C 6.364 2.185 -1.645 -0.01 -0.02 0.00
H -2.605 1.483 1.613 0.03 -0.02 0.01
P -0.172 -1.477 2.941 -0.18 0.12 0.12
H -3.555 0.292 -2.132 0.00 -0.02 0.01
H 2.011 3.053 -4.939 0.00 0.01 -0.01
H 3.149 -1.047 0.412 -0.08 0.11 -0.16
H 7.248 1.582 -1.485 0.00 0.00 0.00
C 5.180 1.572 -2.023 0.02 0.01 -0.07
H 1.013 0.691 4.730 -0.01 0.00 -0.01
H -2.317 -0.912 -2.595 -0.01 0.01 0.03
C 4.091 3.706 -2.050 -0.03 0.00 0.07
O 2.190 -2.265 3.664 -0.04 0.01 -0.01
C 5.280 4.319 -1.679 0.01 0.00 0.01
O 3.344 0.843 2.441 -0.05 0.08 0.11
H -1.805 2.398 0.278 -0.07 -0.08 0.07
H 3.207 4.317 -2.183 0.00 -0.01 0.00
C 0.211 -2.164 -2.699 0.04 0.14 0.06
H -2.747 -2.368 0.131 0.02 0.00 0.02
C 3.431 0.012 -4.493 -0.05 0.02 0.02
C -2.492 0.049 -2.115 -0.05 -0.08 -0.01
C 2.734 1.664 -2.685 -0.04 -0.03 -0.09
H 4.003 -1.312 -6.071 0.00 0.00 0.00
O 0.880 0.631 1.546 -0.07 0.30 -0.05
As -1.912 -0.042 -0.282 0.04 0.28 -0.46
C 2.862 1.234 -4.154 0.05 -0.09 0.03
C 4.028 2.329 -2.220 0.01 0.03 -0.01
C -2.505 1.607 0.536 0.05 -0.09 0.05
H 0.995 -0.862 5.586 0.00 0.00 0.00
H 3.277 0.226 -7.870 0.00 0.00 0.00
O -1.143 -0.248 3.174 0.03 -0.08 0.05
C 1.501 -1.024 3.493 0.12 -0.08 -0.06
C 2.451 2.091 -5.169 0.02 0.00 0.00
H 7.345 4.036 -1.176 0.00 0.00 0.00
O 2.477 -1.222 1.102 0.01 0.20 -0.31
C -3.061 -1.390 0.488 0.01 0.00 -0.07
P 2.178 0.022 2.133 0.17 -0.35 -0.08
O -0.734 -2.514 3.981 -0.01 -0.05 0.05
H -1.922 0.828 -2.610 -0.04 -0.04 -0.01
H -3.488 1.832 0.121 0.00 0.01 -0.01
H -3.011 -1.358 1.573 0.02 -0.01 0.00
H 2.538 -0.118 5.110 0.00 0.01 0.00
H 3.736 -0.677 -3.718 0.01 -0.02 0.02
H -0.098 -3.220 4.168 -0.02 -0.01 -0.02
C 6.420 3.560 -1.472 -0.01 0.02 0.00
H -4.080 -1.185 0.160 0.00 -0.01 0.02
H 2.276 2.410 -7.277 0.00 0.00 0.00
H 2.527 -2.539 2.799 0.01 0.00 0.01
H 5.149 0.502 -2.160 0.00 -0.02 0.00
C 1.502 -0.279 4.817 0.03 0.00 0.01
H 1.338 3.326 -2.982 0.00 -0.04 -0.05
N 1.565 2.499 -2.462 -0.02 -0.05 0.10
```
Forces are in eV/Å.

***

2.
Molecular formula: C9H11BrCuNO3Se3Te
Method: DFT, wB97M-V/def2-TZVPD

Output
- charge = -2
- ΔE to the lowest compared entry with this formula, charge and spin (kcal per mole) = 26.3
- total energy (eV) = -335161.0656
- HOMO (eV) = -0.03

Geometry as XYZ:
```
30
Properties=species:S:1:pos:R:3:forces:R:3
H 1.911 1.828 -0.468 0.74 0.58 -0.52
H 3.759 1.851 -0.556 0.05 0.71 -0.05
C -4.619 -1.400 0.272 -0.28 1.40 -0.29
H -4.077 0.662 0.706 -0.02 0.44 -0.07
C -1.993 -1.619 -0.431 -0.05 0.08 0.29
Se 2.334 5.164 0.556 0.90 0.79 -0.32
C -2.780 -2.728 -0.558 -0.64 0.43 0.48
N -2.480 -0.452 0.035 0.30 -0.18 -0.47
C -3.759 -0.292 0.335 -0.22 -1.61 0.19
H -5.687 -1.218 0.479 0.66 -0.55 0.03
O 1.191 -1.167 -1.156 1.03 -0.01 -0.07
Se 0.751 3.746 1.286 -0.84 -0.63 0.06
O 2.892 0.554 1.559 1.29 -0.10 -0.49
H 4.921 -0.218 0.197 1.14 1.02 0.11
H -4.738 -3.497 -0.220 0.40 0.85 -0.04
H 2.809 0.918 -1.749 -0.06 0.07 -0.65
C 1.414 -0.507 -0.121 -0.28 -0.64 -0.40
Te -0.894 3.460 -0.706 -0.02 -0.36 0.74
O 0.480 -0.190 0.666 -0.25 0.63 1.10
Cu -1.233 1.017 0.011 0.99 0.93 -0.16
C 4.060 -0.813 0.088 -1.47 -0.60 -1.80
H -0.955 -1.686 -0.654 1.00 0.43 -0.15
H 4.146 -1.321 -0.933 -0.36 0.41 1.47
H 4.073 -1.484 0.937 -0.18 -0.55 -0.12
Se -2.968 4.417 0.311 -0.26 -0.14 -0.18
C 2.819 0.114 0.210 0.19 -0.79 -0.27
H 2.020 0.557 1.904 -1.68 0.22 0.31
C -4.096 -2.587 -0.185 -1.83 -1.87 0.15
Br -2.147 -4.426 -1.064 0.20 0.04 -0.14
C 2.846 1.316 -0.752 -0.46 -1.00 1.26
```
Forces are in eV/Å.

***

3.
Molecular formula: C21H46N14O5
Method: DFT, wB97M-V/def2-TZVPD

Output
- ΔE to the lowest compared entry with this formula, charge and spin (kcal per mole) = 33.9
- total energy (eV) = -53619.1087
- HOMO (eV) = -8.48
- SMILES = c1cc[nH]c1.NC(N)=O.NC(N)=O.NC(N)=O.NC(N)=O.NC(N)=O.CCCC#N.CCCC#N.CCCC#N

Geometry as XYZ:
```
86
Properties=species:S:1:pos:R:3:forces:R:3
C 0.878 -2.651 -12.079 -0.12 -2.01 1.03
H 2.074 -1.474 5.689 0.28 0.34 -1.03
C -1.633 7.499 3.350 -1.39 5.34 -1.88
N 9.046 4.491 8.216 -0.27 0.09 -0.26
H 6.248 -4.641 2.371 0.27 0.36 0.23
H 2.242 1.634 -1.238 -0.19 0.42 -0.43
C 6.127 -4.763 3.437 1.79 1.28 0.01
O -4.557 -0.191 1.905 0.45 0.70 0.14
H -7.803 -5.641 -5.530 -0.14 0.57 0.18
H 8.577 5.671 5.552 -0.53 0.53 -0.67
H -6.148 3.275 -2.007 -0.15 -0.15 -0.28
O -8.113 -2.598 -4.729 0.66 3.11 -0.21
N -7.625 -4.648 -5.475 6.96 -2.60 -5.17
H 7.043 2.749 6.481 0.18 0.35 0.27
C -6.727 4.749 -3.139 3.49 1.60 2.74
H -5.143 -1.964 0.054 -0.01 0.25 0.33
H -5.033 -1.637 3.977 -0.01 0.42 -0.28
H 1.696 0.047 4.761 0.26 -1.07 -0.84
H -5.610 -2.943 3.172 0.14 0.35 -0.76
C -0.758 -5.137 -9.472 -2.95 -2.85 1.18
H 2.795 -0.501 -1.874 -0.40 -0.92 -0.25
H -7.649 6.068 -4.188 -0.14 -0.35 -0.31
H -9.787 -3.977 -3.601 -0.37 -0.66 -0.12
C 2.209 -0.388 -0.961 0.29 -1.13 0.33
C 0.538 0.922 -2.384 0.59 0.29 0.41
H -6.637 -4.437 -5.455 0.07 -0.08 -0.79
H 1.137 -4.134 -9.678 0.02 -0.59 0.09
H -5.657 -3.049 1.279 0.18 0.38 -0.52
O -5.966 5.555 -2.637 0.98 0.96 0.98
H 7.489 -3.391 4.515 -0.02 -0.13 0.35
N -0.557 -1.266 -3.168 -2.71 -5.29 -1.88
H -1.012 7.722 5.235 -0.02 0.13 -0.30
N -6.760 3.513 -2.774 0.37 -4.74 1.98
H 0.982 1.235 -0.208 -0.49 -0.51 0.02
N -1.116 7.079 4.463 2.19 1.14 6.70
H -0.158 -3.075 -9.552 -0.62 -0.08 -0.03
H 4.885 -6.345 6.040 0.18 0.16 0.06
H 5.663 5.023 6.278 0.12 -0.59 0.46
H -9.139 -5.465 -4.392 -0.89 0.58 0.92
H -0.306 1.607 -2.300 0.29 0.34 0.29
N 1.586 -0.605 5.525 1.02 -1.88 -3.75
C 6.776 -4.202 4.512 0.51 1.16 0.13
H 1.462 -1.139 -0.705 0.47 -0.73 -0.62
C 8.433 4.953 7.358 0.31 -0.40 0.91
C 5.390 -5.700 5.337 -1.37 -1.93 0.12
H 6.436 -4.594 6.639 0.56 0.50 -0.45
C 5.332 -5.701 3.995 -2.69 -3.34 -1.64
H 7.357 6.504 6.660 0.27 0.41 -0.63
H 0.313 -1.774 -11.763 -0.10 -0.02 -0.45
C 0.076 -3.970 -11.575 -0.05 1.52 0.68
H 1.549 -1.550 7.613 -0.03 0.30 1.16
N -9.183 -4.467 -4.246 -5.74 -1.15 3.61
C -8.314 -3.757 -4.870 -0.54 0.25 1.58
H -1.017 6.122 4.770 -0.11 0.33 -0.34
C 7.730 5.573 6.232 0.93 -0.41 1.93
H 6.407 5.268 4.792 -0.41 -0.51 -0.54
C 1.472 0.872 -1.112 -0.41 2.07 0.00
N -5.291 -1.990 3.067 -0.25 -0.83 7.07
H 1.346 0.010 8.547 -0.14 -0.83 0.07
H -0.961 -3.849 -11.887 -0.08 0.06 0.03
N -1.526 -5.989 -9.130 3.48 3.69 -1.47
N -5.321 -2.129 1.034 -0.79 -2.32 -5.35
C -0.083 -0.321 -2.845 3.15 5.06 2.21
H 1.839 -2.577 -11.572 0.07 -0.16 0.24
H -2.217 6.292 1.778 0.09 0.38 0.27
C 6.570 4.752 5.738 -0.08 1.11 -1.41
C -4.990 -1.315 1.994 0.31 1.06 -0.64
C 6.846 3.294 5.558 -0.49 -1.83 -0.21
H 6.026 2.722 5.125 -0.63 0.43 0.09
N 6.293 -4.803 5.661 1.38 1.89 0.98
N 1.506 -0.546 7.720 0.40 0.08 0.58
N -7.508 5.075 -4.068 -4.54 1.69 -5.00
C 0.097 -4.039 -9.992 0.31 0.01 -0.98
N -1.685 6.440 2.624 -0.91 -4.33 -3.74
H -1.500 5.661 3.241 -0.42 -0.72 -1.65
H 1.208 1.308 -3.153 -0.38 -0.14 -0.42
H 7.622 2.978 4.861 0.58 0.81 0.07
H 1.155 -2.671 -13.133 -0.62 0.09 -0.05
O 0.894 1.243 6.475 0.36 1.15 0.13
H 2.977 -0.441 -0.189 -0.23 0.53 0.35
H -8.194 4.395 -4.364 -0.15 0.66 -0.24
C 1.353 0.119 6.551 -2.14 1.92 3.66
H -7.299 2.775 -3.205 0.15 0.31 0.13
O -1.930 8.680 3.028 0.58 -2.30 0.96
H 4.885 -6.470 3.382 -0.62 0.06 0.23
H 0.344 -4.961 -11.943 0.66 0.33 -0.28
```
Forces are in eV/Å.

***

Values of Kohn-Sham gap, in order: 7.80 3.72 8.57, all in eV.